Record 1
Below is a 2-piece molecular cluster, C6H9NO3S overall at a distorted geometry, with properties calculated with wB97M-V/def2-TZVPD.

Each line ends with the natural charge from an NBO analysis.
Atoms and positions in Å:
C: 1.227 0.750 -1.504  -0.39
C: 0.606 0.291 -0.424  0.08
C: -0.140 -1.287 -1.779  0.09
C: -0.731 -2.585 -2.224  -0.66
C: -1.143 2.038 2.004  -0.25
C: 0.652 0.490 1.721  0.94
N: -0.103 -0.803 -0.563  -0.62
O: 1.935 0.304 2.049  -0.68
O: -0.211 -0.498 1.945  -0.75
O: 0.326 1.740 2.068  -0.53
S: 0.791 -0.244 -2.888  0.24
H: 1.696 1.707 -1.693  0.23
H: -1.399 -2.164 -3.078  0.22
H: 0.138 -3.067 -2.588  0.23
H: -1.319 -3.057 -1.453  0.24
H: -1.288 3.091 2.198  0.20
H: -1.720 1.399 2.539  0.20
H: -1.439 1.898 0.856  0.18
H: 2.424 1.133 1.780  0.49
H: -0.301 -1.137 1.033  0.54

E_LUMO (spin up / spin down): 0.67 / -2.20 eV
HOMO level (spin up / spin down): -5.16 / -8.71 eV
Multiplicity: 3
ΔE to the lowest compared entry with this formula, charge and spin: 229.68 kJ/mol
Kohn-Sham gap (spin up / spin down): 5.82 / 6.51 eV
Net charge: 0
Calculated total energy: -24829.10500 eV


Record 2
Below is the molecule C6H9NS at a distorted geometry, with properties calculated with wB97M-V/def2-TZVPD.

Each line ends with the natural charge from an NBO analysis.
Atoms and positions in Å:
C: 0.055 3.157 -1.649  -0.66
C: 0.471 1.877 -1.087  -0.01
C: -0.467 1.052 -0.442  -0.37
C: 0.045 -0.236 -0.054  -0.03
S: 1.535 -1.010 -0.253  -0.08
C: -1.142 -0.835 0.695  -0.17
C: -1.005 -1.087 2.047  -0.22
N: -1.112 -2.220 1.102  -0.59
H: -1.232 2.860 -1.801  0.21
H: 0.302 4.097 -0.909  0.25
H: 0.608 3.333 -2.616  0.24
H: 1.469 1.468 -1.237  0.23
H: -1.407 1.516 -0.415  0.22
H: -2.046 -0.499 0.198  0.20
H: -0.117 -0.944 2.479  0.20
H: -1.857 -0.932 2.731  0.20
H: -0.242 -2.775 0.850  0.39

E_LUMO: -0.82 eV
HOMO level: -8.67 eV
SMILES: C/C=C/C(=S)[C@@H]1CN1
ΔE to the lowest compared entry with this formula, charge and spin: 407.20 kJ/mol
Kohn-Sham gap: 7.86 eV
Net charge: 0
Calculated total energy: -18688.99004 eV


Record 3
Below is C6H9NS as an isolated structure at a distorted geometry, with properties calculated with wB97M-V/def2-TZVPD.

Each line ends with the natural charge from an NBO analysis.
Atoms and positions in Å:
C: 1.236 -1.233 0.041  -0.41
C: 0.962 -0.083 1.032  -0.07
C: 1.066 -0.137 -0.960  -0.09
C: -0.457 0.282 -1.108  -0.33
C: -0.774 1.424 -0.067  -0.43
C: -0.539 0.444 1.053  -0.31
H: 0.470 -2.078 0.132  0.23
H: 2.296 -1.661 0.099  0.23
H: 1.428 -0.025 2.067  0.20
H: 1.475 1.759 -0.051  0.35
H: 1.620 -0.350 -1.925  0.20
H: -0.743 0.424 -2.189  0.23
H: -1.862 1.602 -0.031  0.24
H: -0.224 2.333 -0.157  0.19
H: -0.872 0.447 2.081  0.23
N: 1.687 0.722 0.001  -0.61
S: -1.522 -0.731 0.001  0.15

E_LUMO: 0.86 eV
HOMO level: -7.96 eV
ΔE to the lowest compared entry with this formula, charge and spin: 311.73 kJ/mol
Kohn-Sham gap: 8.82 eV
Net charge: 0
Calculated total energy: -18689.97959 eV


Record 4
Below is the molecule C6H9NS at a distorted geometry, with properties calculated with wB97M-V/def2-TZVPD.

Each line ends with the natural charge from an NBO analysis.
Atoms and positions in Å:
C: -0.841 1.500 0.863  -0.18
C: 0.229 1.267 1.652  -0.38
S: 1.230 -0.164 1.931  0.26
C: 2.013 -0.605 0.418  -0.39
C: 1.440 -1.033 -0.781  -0.16
C: -0.032 -1.188 -1.126  -0.26
N: -0.917 -0.733 -0.060  -0.63
C: -1.453 0.611 -0.159  -0.27
H: -1.164 2.541 0.648  0.20
H: 0.359 2.071 2.353  0.22
H: 3.100 -0.385 0.438  0.22
H: 2.099 -1.282 -1.585  0.20
H: -0.221 -0.694 -2.179  0.18
H: -0.188 -2.261 -1.251  0.21
H: -1.676 -1.436 -0.023  0.37
H: -2.578 0.671 0.036  0.21
H: -1.399 1.116 -1.176  0.19

E_LUMO: 0.92 eV
HOMO level: -7.77 eV
SMILES: C1=C\S/C=C\CNC/1
ΔE to the lowest compared entry with this formula, charge and spin: 237.26 kJ/mol
Kohn-Sham gap: 8.69 eV
Net charge: 0
Calculated total energy: -18690.75144 eV


Record 5
Below is a 2-piece molecular cluster, C6H9O2 overall at a distorted geometry, with properties calculated with wB97M-V/def2-TZVPD.

Each line ends with the natural charge from an NBO analysis.
Atoms and positions in Å:
O: 2.684 -0.492 1.716  -0.80
C: 2.652 -0.064 0.524  0.76
O: 3.268 0.936 0.031  -0.82
C: 1.711 -0.830 -0.456  -0.49
C: 0.351 -0.119 -0.559  -0.39
C: -0.614 -0.240 0.655  -0.50
C: -2.620 1.064 0.149  -0.60
C: -2.049 -0.162 0.259  -0.19
H: 2.148 -0.854 -1.506  0.18
H: 1.618 -1.940 -0.089  0.18
H: 0.551 0.943 -0.829  0.20
H: -0.225 -0.487 -1.369  0.20
H: -0.342 0.580 1.426  0.17
H: -0.431 -1.206 1.183  0.19
H: -2.103 1.992 0.411  0.12
H: -3.670 1.214 -0.217  0.15
H: -2.930 -0.336 -1.329  -0.33

E_LUMO (spin up / spin down): 6.88 / 6.88 eV
HOMO level (spin up / spin down): 2.11 / 0.11 eV
Multiplicity: 2
ΔE to the lowest compared entry with this formula, charge and spin: 146.18 kJ/mol
Kohn-Sham gap (spin up / spin down): 4.77 / 6.77 eV
Net charge: -2
Calculated total energy: -10457.04150 eV


Record 6
Below is the molecule C6H9O2P at a distorted geometry, with properties calculated with wB97M-V/def2-TZVPD.

Each line ends with the natural charge from an NBO analysis.
Atoms and positions in Å:
O: -0.879 0.842 -2.895  -0.51
C: -0.917 0.635 -1.710  0.55
C: -0.272 1.640 -0.820  -0.30
C: 0.466 1.268 0.232  -0.19
C: 0.557 -0.173 0.643  -0.01
O: 1.949 -0.487 0.812  -0.74
P: -0.151 -0.322 2.367  0.29
C: -0.097 -1.273 -0.340  -0.42
C: -1.329 -0.668 -1.075  -0.51
H: -0.454 2.761 -0.847  0.24
H: 1.012 1.832 0.991  0.23
H: 2.382 -0.361 -0.069  0.47
H: 0.312 0.872 2.830  -0.03
H: 0.974 -0.954 2.859  0.01
H: -0.379 -2.018 0.469  0.22
H: 0.599 -1.767 -1.030  0.23
H: -2.183 -0.510 -0.447  0.24
H: -1.590 -1.319 -1.970  0.24

E_LUMO: 0.51 eV
HOMO level: -9.77 eV
SMILES: O=C1C=C[C@@](O)(P)CC1
ΔE to the lowest compared entry with this formula, charge and spin: 8.68 kJ/mol
Kohn-Sham gap: 10.28 eV
Net charge: 0
Calculated total energy: -19749.57049 eV


Record 7
Below is C6H9O4Rb as an isolated structure at a distorted geometry, with properties calculated with wB97M-V/def2-TZVPD.

Each line ends with the natural charge from an NBO analysis.
Atoms and positions in Å:
O: -2.080 1.234 -0.442  -0.51
C: -2.555 -0.028 -0.132  0.13
C: -3.055 -0.357 1.055  -0.48
H: -2.521 -0.699 -0.990  0.21
H: -3.462 -1.359 1.195  0.21
H: -3.096 0.348 1.886  0.22
O: 1.720 -0.016 -2.776  -0.59
C: 1.355 -0.145 -1.463  0.22
O: 2.312 -0.475 -0.741  -0.80
Rb: 0.454 -1.380 1.739  0.96
O: -0.563 1.347 1.241  -0.65
C: -1.007 1.762 0.185  0.69
H: -0.835 2.782 -0.196  0.15
C: 0.687 0.337 -3.696  -0.07
H: 0.922 -0.175 -4.639  0.17
H: -0.273 -0.040 -3.314  0.17
C: 0.630 1.838 -3.899  -0.63
H: 0.456 2.341 -2.936  0.20
H: 1.580 2.212 -4.307  0.21
H: -0.193 2.092 -4.581  0.20

E_LUMO: -0.74 eV
HOMO level: -5.74 eV
ΔE to the lowest compared entry with this formula, charge and spin: 3.35 kJ/mol
Kohn-Sham gap: 5.00 eV
Net charge: 0
Calculated total energy: -15210.66901 eV


Record 8
Below is the molecule C6H9PS2 at a distorted geometry, with properties calculated with wB97M-V/def2-TZVPD.

Each line ends with the natural charge from an NBO analysis.
Atoms and positions in Å:
C: -1.076 -2.873 0.859  -0.24
C: -1.180 -1.944 0.129  -0.04
C: -1.319 0.483 0.248  -0.42
C: 0.000 0.342 0.985  -0.77
C: -1.358 -0.723 -0.631  -0.60
C: 1.761 1.852 -0.955  -0.94
P: 1.402 0.130 -0.211  1.00
S: 2.979 -0.703 0.431  -0.48
S: 0.051 -0.732 -1.813  0.27
H: -1.342 -3.766 1.367  0.24
H: -2.157 0.497 1.019  0.25
H: -1.105 1.392 -0.284  0.21
H: 0.168 1.212 1.566  0.24
H: -0.131 -0.577 1.687  0.27
H: -2.240 -0.924 -1.350  0.26
H: 2.347 2.225 -0.152  0.24
H: 2.363 1.603 -1.867  0.27
H: 0.839 2.505 -1.028  0.23

E_LUMO (spin up / spin down): 0.17 / -3.10 eV
HOMO level (spin up / spin down): -3.97 / -8.94 eV
Multiplicity: 3
Kohn-Sham gap (spin up / spin down): 4.14 / 5.83 eV
Net charge: 0
Calculated total energy: -37320.42803 eV


Record 9
Below is a 2-piece molecular cluster, C6H9PSi overall at a distorted geometry, with properties calculated with wB97M-V/def2-TZVPD.

Each line ends with the natural charge from an NBO analysis.
Atoms and positions in Å:
C: -2.665 -0.315 -0.559  -0.19
C: -1.664 -1.246 -0.977  -0.21
C: -2.249 0.942 0.016  -0.20
C: -0.324 -0.989 -0.716  -0.20
C: -0.935 1.184 0.321  -0.21
C: 0.006 0.247 -0.119  -0.48
Si: 1.798 0.738 0.292  0.99
P: 3.451 -0.803 -0.184  -0.17
H: -3.782 -0.586 -0.755  0.23
H: -1.959 -2.185 -1.500  0.22
H: -3.146 1.485 0.471  0.22
H: 0.530 -1.512 -1.203  0.23
H: -0.721 2.022 0.897  0.22
H: 2.611 1.187 2.592  -0.27
H: 2.203 1.989 -0.189  -0.20
H: 2.788 -1.792 0.703  0.02
H: 4.057 -0.367 0.909  0.01

E_LUMO (spin up / spin down): -0.51 / -0.51 eV
HOMO level (spin up / spin down): -8.34 / -8.34 eV
ΔE to the lowest compared entry with this formula, charge and spin: 306.03 kJ/mol
Kohn-Sham gap (spin up / spin down): 7.82 / 7.82 eV
Net charge: 0
Calculated total energy: -23530.02672 eV


Record 10
Below is C6HO6Sn as an isolated structure at a distorted geometry, with properties calculated with wB97M-V/def2-TZVPD.

Each line ends with the natural charge from an NBO analysis.
Atoms and positions in Å:
O: 1.330 -1.196 3.290  -0.21
C: 0.985 -0.698 2.323  0.50
Sn: 0.079 0.177 0.056  1.06
C: -0.801 1.093 -2.207  0.51
O: -1.228 1.404 -3.220  -0.22
C: -0.829 -1.852 -0.500  0.31
O: -1.323 -2.029 -1.575  -0.18
C: -2.210 0.651 1.119  0.49
O: -3.244 0.783 1.600  -0.22
C: 2.183 -0.699 -1.145  0.49
O: 3.085 -1.175 -1.671  -0.22
H: -0.625 -2.427 0.476  0.31
O: 1.522 3.492 0.855  -0.19
C: 1.075 2.477 0.599  0.56

E_LUMO (spin up / spin down): -16.34 / -16.34 eV
HOMO level (spin up / spin down): -23.88 / -23.88 eV
ΔE to the lowest compared entry with this formula, charge and spin: 0.00 kJ/mol
Kohn-Sham gap (spin up / spin down): 7.54 / 7.54 eV
Net charge: +3
Calculated total energy: -24314.43920 eV


Look up the net charge of the seventh one. 0